1.
{"formula": "C3H11N2O", "method": "ωB97M-V with the def2-TZVPD basis set", "species": ["O", "N", "N", "C", "C", "C", "H", "H", "H", "H", "H", "H", "H", "H", "H", "H", "H"], "xyz": [[1.68582, -1.73080, 2.33159], [-0.53266, -0.96540, -2.00492], [-0.06140, 0.88446, 1.12937], [0.16214, -0.34528, -1.01255], [-1.16315, 1.86110, -0.91019], [-0.35979, 0.71867, -0.34827], [-0.55655, 2.77765, -1.04839], [-1.48626, -0.73736, -2.21420], [-1.56825, 1.48095, -1.84848], [-0.33515, -1.90791, -2.28369], [1.09869, -0.88375, -0.85902], [0.76441, 0.40246, 1.50455], [1.96864, -2.14478, 3.16499], [-0.16199, 1.85658, 1.41502], [-0.83713, 0.34074, 1.51157], [1.52313, -2.47531, 1.75840], [-1.96099, 2.21697, -0.24519]], "gap_ev": 9.088, "homo_ha": -0.450, "relative_energy_ev": 2.2010, "charge": 1}



2.
{"formula": "C3H11N2O", "method": "ωB97M-V with the def2-TZVPD basis set", "species": ["O", "N", "N", "C", "C", "C", "H", "H", "H", "H", "H", "H", "H", "H", "H", "H", "H"], "xyz": [[-0.83170, 0.76142, -3.44123], [0.87272, -1.56198, 2.29865], [-0.51605, 0.04650, -0.74428], [0.45941, 1.23145, 1.26975], [0.44823, -1.28000, 1.02792], [0.22359, -0.05537, 0.53922], [0.29026, -2.14767, 0.39431], [1.26519, 1.13316, 1.98911], [-1.49630, 0.23501, -3.91053], [-0.56333, 1.04543, -0.94686], [-0.22563, 0.99782, -4.15483], [0.73449, -0.85057, 2.99871], [-1.48408, -0.29016, -0.70669], [0.75333, 1.99253, 0.53528], [0.56787, -2.46910, 2.61537], [-0.06629, -0.38579, -1.55660], [-0.43171, 1.59732, 1.79269]], "gap_ev": 9.367, "homo_ha": -0.464, "relative_energy_ev": 1.3265, "charge": 1}



3.
{"formula": "C3H11N2O2", "method": "ωB97M-V with the def2-TZVPD basis set", "species": ["O", "O", "N", "N", "C", "C", "C", "H", "H", "H", "H", "H", "H", "H", "H", "H", "H", "H"], "xyz": [[2.93275, 0.02002, 0.55975], [-3.27763, -0.58796, -0.33506], [1.37846, -0.63375, -1.52506], [-1.38075, 0.41439, 0.78708], [0.01839, -0.25751, -1.24758], [-2.58345, 0.01901, 0.69248], [-0.31652, -0.46831, 0.23425], [1.22732, 3.13428, 1.47300], [-2.28706, -0.19585, -0.65206], [1.51021, -1.64152, -1.50259], [1.23251, 2.49844, 1.84910], [1.98006, -0.33310, -0.68429], [0.65257, -0.28696, 0.75208], [-0.07660, 0.84256, -1.44009], [-0.39193, -1.52830, 0.51870], [3.48101, -0.65178, 0.96421], [-0.76705, -0.74200, -1.85334], [-3.33229, 0.39832, 1.40942]], "gap_ev": 6.625, "homo_ha": -0.119, "relative_energy_ev": 4.0067, "charge": -1}